# 1
Below is a single C3H6O molecule in a non-equilibrium geometry, with properties calculated with ωB97M-V/def2-TZVPD.

Values from the calculation:
**Kohn-Sham gap**: 9.883 eV
**Lowest unoccupied orbital energy**: 0.03806 hartree
**HOMO level**: -8.85 eV
**Relative energy (zero: lowest compared OMol25 entry of this formula, charge and spin)**: 22.7 kcal/mol
**Total energy**: -5254.70873 eV
**Structure (SMILES)**: C/C=C/O

Structure (ORCA input):
```
! RIJCOSX wB97M-V def2-TZVPD def2/J DEFGRID3
* xyz 0 1
H -0.52 1.04 -1.21
H 0.84 0.26 2.10
H -0.01 -1.43 0.44
H 1.58 0.92 0.65
C -0.59 -0.01 -0.93
H 0.06 1.51 1.21
O -1.16 -0.85 -1.86
C 0.63 0.64 1.10
C -0.11 -0.37 0.26
H -0.72 -1.70 -1.75
*
```

=====

# 2
Below is a molecular structure, C6H10N2 in a non-equilibrium geometry, with properties calculated with ωB97M-V/def2-TZVPD.

Values from the calculation:
**Kohn-Sham gap**: 6.689 eV
**Lowest unoccupied orbital energy**: 0.00742 hartree
**HOMO level**: -6.49 eV
**Relative energy (zero: lowest compared OMol25 entry of this formula, charge and spin)**: 227.9 kcal/mol
**Total energy**: -9354.55533 eV

Structure (ORCA input):
```
! RIJCOSX wB97M-V def2-TZVPD def2/J DEFGRID3
* xyz 0 1
C -0.64 -1.01 1.09
C 0.02 1.03 -1.83
C -0.09 -2.22 1.62
C -0.88 2.18 0.33
H -0.66 1.78 -2.35
H -0.89 3.03 -0.43
C 0.07 -0.30 -0.12
N -0.22 1.16 -0.30
C -0.35 -0.55 -1.44
H -1.67 -0.66 1.29
H 1.19 1.11 -1.97
H -1.24 -0.89 -1.86
H 0.99 -2.66 1.05
H 2.16 0.19 1.09
H -0.46 -3.18 2.50
H 2.23 -0.93 -0.28
H -1.10 2.09 1.52
N 1.55 -0.17 0.09
*
```

=====

# 3
Below is a molecular structure, C4H4N2, with properties calculated with ωB97M-V/def2-TZVPD.

Values from the calculation:
**Kohn-Sham gap**: 8.654 eV
**Lowest unoccupied orbital energy**: -0.00675 hartree
**HOMO level**: -8.84 eV
**Relative energy (zero: lowest compared OMol25 entry of this formula, charge and spin)**: 122.3 kcal/mol
**Total energy**: -7187.38447 eV

Structure (ORCA input):
```
! RIJCOSX wB97M-V def2-TZVPD def2/J DEFGRID3
* xyz 0 1
N 0.77 1.01 0.05
C -0.54 0.77 0.04
C 1.43 -0.14 0.01
H 2.51 -0.09 0.02
C -1.38 -0.27 -0.02
N 0.85 -1.36 -0.06
H -1.12 1.92 0.50
H -0.91 -2.40 -0.14
H -1.13 1.95 -0.33
C -0.48 -1.40 -0.07
*
```

=====

# 4
Below is a single C5H4N2 molecule, with properties calculated with ωB97M-V/def2-TZVPD.

Values from the calculation:
**Kohn-Sham gap**: 8.840 eV
**Lowest unoccupied orbital energy**: -0.00444 hartree
**HOMO level**: -8.96 eV
**Relative energy (zero: lowest compared OMol25 entry of this formula, charge and spin)**: 126.7 kcal/mol
**Total energy**: -8223.99927 eV

Structure (ORCA input):
```
! RIJCOSX wB97M-V def2-TZVPD def2/J DEFGRID3
* xyz 0 1
C -0.04 1.42 0.48
C -0.30 0.09 -0.12
N 0.32 -0.89 0.72
H 0.35 -1.90 0.61
C -0.37 -0.20 -1.53
H -1.33 0.33 0.31
H 0.90 1.61 2.50
N 0.79 -0.33 1.80
C 0.56 0.98 1.69
H -0.45 -0.65 -3.76
C -0.42 -0.45 -2.71
*
```

=====

# 5
Below is a molecular structure, C2H2FMg in a non-equilibrium geometry, with properties calculated with ωB97M-V/def2-TZVPD.

Values from the calculation:
**Kohn-Sham gap**: 6.279 eV
**Lowest unoccupied orbital energy**: 0.10123 hartree
**HOMO level**: -3.52 eV
**Total energy**: -10265.60757 eV

Structure (ORCA input):
```
! RIJCOSX wB97M-V def2-TZVPD def2/J DEFGRID3
* xyz -1 1
H 0.30 -1.44 -0.03
H -0.78 1.67 0.00
F -2.78 0.06 -0.53
C 0.20 -0.37 0.07
Mg 3.45 0.28 -0.83
C -0.61 0.57 0.06
*
```

=====

# 6
Below is a single C4H8N2O2 molecule in a non-equilibrium geometry, with properties calculated with ωB97M-V/def2-TZVPD.

Values from the calculation:
**Kohn-Sham gap**: 9.853 eV
**Lowest unoccupied orbital energy**: 0.03421 hartree
**HOMO level**: -8.92 eV
**Relative energy (zero: lowest compared OMol25 entry of this formula, charge and spin)**: 71.7 kcal/mol
**Total energy**: -11351.00396 eV
**Structure (SMILES)**: C[C@H](/N=C/N)C(=O)O

Structure (ORCA input):
```
! RIJCOSX wB97M-V def2-TZVPD def2/J DEFGRID3
* xyz 0 1
C 0.33 -1.68 -0.07
H 0.18 2.54 1.81
H 0.90 -3.35 -1.43
H -1.19 -0.14 -2.11
C 0.02 1.13 0.69
H -1.88 0.22 -0.50
N 0.80 -0.70 -0.74
O 0.13 2.51 0.83
H -1.64 1.73 -1.44
C 0.14 0.68 -0.56
C -1.29 0.69 -1.27
H 0.62 1.37 -1.27
H -0.20 -1.51 1.08
N 0.47 -2.99 -0.57
O -0.22 0.45 1.71
H -0.13 -3.66 -0.05
*
```

=====

# 7
Below is 2 unconnected molecules or ions with the total composition C5H11NO in a non-equilibrium geometry, with properties calculated with ωB97M-V/def2-TZVPD.

Values from the calculation:
**Kohn-Sham gap**: 8.335 eV
**Lowest unoccupied orbital energy**: 0.03114 hartree
**HOMO level**: -7.49 eV
**Relative energy (zero: lowest compared OMol25 entry of this formula, charge and spin)**: 75.3 kcal/mol
**Total energy**: -8898.43238 eV
**Structure (SMILES)**: C/C=C/C=C/N.O

Structure (ORCA input):
```
! RIJCOSX wB97M-V def2-TZVPD def2/J DEFGRID3
* xyz 0 1
C 2.36 -2.32 0.24
H -0.73 3.45 2.76
N -0.92 2.70 2.20
H -1.88 2.33 2.20
H 1.12 2.37 1.94
H 1.94 0.10 1.82
H -4.35 -0.53 -6.08
H 1.97 -3.35 0.29
H 2.84 -2.12 -0.70
O -3.50 -0.51 -5.59
H -3.62 0.60 -5.51
H -1.10 0.20 1.20
C 1.26 -1.36 0.41
C 0.10 1.81 1.76
H 3.07 -2.20 1.04
H 0.51 -1.54 -0.32
C 1.08 -0.24 1.07
C -0.14 0.59 1.26
*
```

=====

# 8
Below is a gas-phase ion, C30H54Cl2FN2O4 (charge +1) in a non-equilibrium geometry, with properties calculated with ωB97M-V/def2-TZVPD.

Values from the calculation:
**Kohn-Sham gap**: 8.045 eV
**Lowest unoccupied orbital energy**: -0.11260 hartree
**HOMO level**: -11.11 eV
**Total energy**: -70907.98701 eV

Structure (ORCA input):
```
! RIJCOSX wB97M-V def2-TZVPD def2/J DEFGRID3
* xyz 1 1
H -2.34 -1.55 0.08
H -6.00 4.08 -1.10
C -2.26 -0.60 2.65
H -2.28 1.93 -2.80
Cl -2.84 -2.30 2.53
C -3.92 3.39 -1.31
C 0.08 1.40 1.89
C 7.35 1.75 0.04
H -7.07 -1.34 -0.82
H -3.08 2.85 0.54
C 5.59 1.17 -1.69
C -1.47 -0.95 -0.14
H -3.59 0.03 1.21
H -4.11 0.84 -2.30
C 6.52 0.64 -0.63
H 4.87 2.31 -0.21
C -0.47 -3.17 -0.06
C 1.31 -5.46 1.89
H -1.51 2.83 -1.53
H -4.30 2.97 -2.24
H -0.84 -3.16 -1.08
N 4.83 2.34 -1.23
H 0.72 -4.89 -0.47
O 7.37 -0.32 -1.22
C -0.33 1.28 -2.04
H 1.55 1.64 4.00
C -0.57 1.34 0.50
H 6.85 2.09 0.95
H -5.29 -1.62 -2.98
H 0.05 -1.79 -4.13
C 1.51 -4.04 1.32
O -1.69 -0.31 3.65
H 2.57 0.19 3.89
Cl -5.16 1.78 0.40
C 0.88 -3.89 -0.09
H 3.18 3.28 -2.04
C 1.12 0.36 2.34
H 3.17 1.54 -2.33
H -3.96 -1.85 -1.08
H -4.89 4.63 0.23
C 3.42 2.31 -1.60
H 2.80 1.32 0.22
H 1.39 -4.60 3.89
H 0.63 -0.42 2.93
H -0.94 2.36 0.45
H 2.89 3.05 0.28
H -0.16 -5.30 3.46
H -2.87 -0.29 -2.38
C -1.75 1.82 -1.86
C -3.52 0.19 -1.66
O -6.64 -1.88 -1.49
H 0.69 -1.43 0.03
H -1.19 -3.67 0.58
H 8.00 -0.56 -0.53
C -5.63 -1.10 -2.10
H 2.24 -6.01 1.75
H 0.67 2.32 1.85
C -4.47 -0.89 -1.11
H 1.07 0.39 -0.65
H -2.71 1.34 2.03
C 2.56 2.22 -0.34
H 0.49 -5.92 1.35
H 1.57 -3.35 -0.73
C -5.00 4.38 -0.82
H 0.20 2.05 -2.59
N -1.79 0.46 0.29
O 1.18 2.42 -0.59
H -4.81 5.30 -1.36
H -4.91 -0.75 -0.14
H 1.03 -3.36 2.03
H 7.43 2.60 -0.62
H -0.20 -1.78 1.49
C -0.28 -1.70 0.41
C 0.41 1.24 -0.68
H 5.91 0.15 0.15
H 1.19 -6.34 3.87
C -2.65 1.14 -0.79
H 4.93 0.35 -1.98
H 2.56 -3.77 1.28
H -1.37 -1.05 -1.21
H -6.05 -0.12 -2.36
H -0.61 1.65 2.68
F 3.10 1.67 2.69
H 1.62 -0.15 1.54
C -0.16 0.10 -2.88
C -2.62 0.39 1.53
C -0.13 -0.93 -3.54
H 8.33 1.40 0.32
C 2.09 0.98 3.33
H -3.08 4.03 -1.55
H 6.21 1.40 -2.55
C -3.55 2.30 -0.27
C 0.92 -5.42 3.37
*
```

=====

# 9
Below is a molecular structure, C6H12O, with properties calculated with ωB97M-V/def2-TZVPD.

Values from the calculation:
**Kohn-Sham gap (alpha / beta)**: 7.986 / 7.960 eV
**Lowest unoccupied orbital energy (alpha / beta)**: 0.00730 / 0.01035 hartree
**HOMO level (alpha / beta)**: -7.79 / -7.68 eV
**Relative energy (zero: lowest compared OMol25 entry of this formula, charge and spin)**: 145.8 kcal/mol
**Total energy**: -8458.03180 eV

Structure (ORCA input):
```
! RIJCOSX wB97M-V def2-TZVPD def2/J DEFGRID3
* xyz 0 1
C 1.40 -0.38 1.00
H -0.28 -0.42 -1.85
H 1.25 -1.47 0.98
H 1.51 -0.10 2.06
H -3.01 -0.37 1.46
H 0.21 1.40 0.44
C 2.70 -0.03 0.28
H -2.39 1.29 1.11
H 2.68 -0.37 -0.76
C -1.08 -0.31 0.30
H 0.38 -0.17 -1.40
C 0.18 0.31 0.46
H 2.87 1.06 0.26
O -3.06 0.21 -0.55
H -1.39 1.13 -1.40
H 3.57 -0.49 0.77
C -1.72 0.15 -1.01
H -1.07 -1.40 0.39
C -2.48 0.27 0.75
*
```

=====

# 10
Below is a molecular structure, C11H27ClCoO3P2Si2 in a non-equilibrium geometry, with properties calculated with ωB97M-V/def2-TZVPD.

Values from the calculation:
**Expectation value of S²**: 3.76
**Kohn-Sham gap (alpha / beta)**: 6.132 / 4.866 eV
**Lowest unoccupied orbital energy (alpha / beta)**: -0.29900 / -0.34531 hartree
**HOMO level (alpha / beta)**: -14.27 / -14.26 eV
**Total energy**: -102453.46510 eV

Structure (ORCA input):
```
! RIJCOSX wB97M-V def2-TZVPD def2/J DEFGRID3
* xyz 2 4
C -0.77 -0.15 -2.11
H 3.94 0.48 -0.98
H -2.62 0.82 -2.86
H 1.95 2.58 3.96
H -4.14 2.05 -1.73
Co -1.22 1.56 -4.17
H 4.24 2.00 -0.07
H 4.30 1.99 -1.90
H 1.74 3.98 -2.32
O 1.88 1.98 1.95
H 1.93 -3.22 0.39
H 0.44 -4.15 -0.98
H 1.59 0.04 3.72
Si 0.04 -0.80 -0.51
H 0.66 0.97 4.98
C 0.75 0.76 3.88
P -1.20 -2.57 0.12
H -1.00 -4.99 -0.21
H -1.57 1.88 -1.78
C 1.21 2.14 3.23
C -0.64 -2.93 1.90
P 1.96 2.06 -1.20
H -1.16 -1.05 -2.66
H -5.08 0.55 -1.47
H -1.14 -4.18 -1.84
H -0.85 -4.00 2.13
H 2.23 -1.27 -1.89
H -0.22 0.43 3.44
O 1.99 3.76 -1.41
C 2.49 -2.35 -0.04
H 0.37 2.89 3.20
H -1.16 -2.22 2.58
C -2.98 0.44 -0.72
C 3.76 1.58 -1.00
Cl -0.72 3.28 0.63
C -4.35 1.24 -0.97
C -2.00 0.84 -1.89
C 1.76 -1.51 -0.90
Si 0.80 1.77 0.65
H -4.77 1.65 -0.02
H -3.25 -0.65 -0.71
H 0.03 0.29 -2.79
H -2.55 0.79 0.25
C -0.67 -4.12 -0.83
H 3.57 -2.23 0.20
H 0.46 -2.68 1.91
O 0.00 0.26 0.83
*
```

=====

# 11
Below is a single C6H10O8 molecule in a non-equilibrium geometry, with properties calculated with ωB97M-V/def2-TZVPD.

Values from the calculation:
**Kohn-Sham gap**: 10.050 eV
**Lowest unoccupied orbital energy**: 0.01675 hartree
**HOMO level**: -9.59 eV
**Relative energy (zero: lowest compared OMol25 entry of this formula, charge and spin)**: 48.9 kcal/mol
**Total energy**: -22762.73372 eV
**Structure (SMILES)**: CC(=O)O[C@](O)(C=O)C(O)(O)C(O)O

Structure (ORCA input):
```
! RIJCOSX wB97M-V def2-TZVPD def2/J DEFGRID3
* xyz 0 1
C 0.99 -2.21 -0.21
H 1.18 -0.71 1.90
O -1.90 1.12 0.66
C 2.36 0.36 0.27
H -1.91 1.44 -0.23
O 2.95 -0.50 0.79
H -4.06 -0.01 0.21
C 0.33 -0.94 0.29
H 3.43 1.57 -0.90
O 1.10 -3.23 0.38
H -2.38 -2.20 -1.00
O -1.39 -2.26 -0.64
O 0.20 -0.97 1.68
C -2.20 -0.21 0.54
H 2.06 2.44 -0.03
O -3.38 -0.46 -0.25
O -1.01 -0.14 -1.56
H 1.45 -2.05 -1.27
H 3.59 2.03 0.75
H -0.45 -0.53 -2.26
O 1.12 0.18 -0.17
C -1.12 -0.91 -0.39
C 2.90 1.72 -0.02
H -2.24 -0.67 1.47
*
```

=====

# 12
Below is a molecular structure, C13H16N2PRhSe in a non-equilibrium geometry, with properties calculated with ωB97M-V/def2-TZVPD.

Values from the calculation:
**Expectation value of S²**: 6.04
**Kohn-Sham gap (alpha / beta)**: 4.132 / 5.774 eV
**Lowest unoccupied orbital energy (alpha / beta)**: 0.01618 / -0.06755 hartree
**HOMO level (alpha / beta)**: -3.69 / -7.61 eV
**Total energy**: -94357.74344 eV

Structure (ORCA input):
```
! RIJCOSX wB97M-V def2-TZVPD def2/J DEFGRID3
* xyz 0 5
H 2.79 0.31 1.48
H -1.15 3.79 -5.32
H -0.15 -3.29 -0.08
H 0.97 -3.80 -1.95
C -0.19 -1.30 5.02
Rh 0.46 -0.71 -1.69
C 0.59 2.47 -4.80
P 0.05 -2.81 -1.44
C -0.84 -0.64 3.96
C 1.36 -0.23 3.00
C 2.01 -0.93 4.00
H -1.04 -0.37 -3.95
N 1.83 0.32 1.80
H 1.46 3.12 -4.94
C -0.02 -0.10 2.97
C 1.21 -1.44 5.04
H -1.93 -0.03 0.46
H -0.78 -1.71 5.84
H -1.78 1.72 0.82
H -2.37 0.59 2.09
C -0.74 0.63 -4.29
H -1.19 -3.19 -2.08
N -0.35 0.51 1.74
H 1.46 0.56 -3.90
C -0.78 2.81 -5.02
C -1.59 1.66 -4.82
H 1.67 -1.96 5.88
H -2.67 1.58 -4.96
C -1.69 0.71 1.24
H 3.09 -1.04 3.95
C 0.61 1.13 -4.27
Se 0.84 1.49 -0.67
H -1.92 -0.53 3.88
C 0.78 0.71 1.01
*
```